(1)
Here is a cluster of 2 separate species, C3H9NO2S in total at a distorted geometry from OMol25. Energies are from the ωB97M-V functional and the def2-TZVPD basis.

Summary:
LUMO energy	-4.13	eV
energy above the lowest of the compared OMol25 structures with the same formula, charge and spin	188.4	kcal/mol
max |F|	6.36	eV/A
total charge	0
DFT total energy	-722.86814	Ha

Last column: Mulliken charge in e.
Element x y z (Å)
O1 1.294 -1.800 0.218  -0.49
C1 1.796 -0.467 0.563  -0.36
N1 1.658 0.308 -0.733  -0.48
C2 0.276 0.760 -0.663  -0.22
C3 -0.834 -0.227 -1.141  -0.87
S1 -2.431 0.582 -1.184  -0.22
H1 2.864 -0.400 0.676  0.31
H2 1.401 0.077 1.406  0.34
H3 -0.096 0.921 0.419  0.27
H4 0.300 1.736 -1.145  0.45
H5 -0.461 -0.453 -2.134  0.35
H6 -0.702 -1.076 -0.461  0.57
H7 -2.121 0.514 0.850  0.21
H8 -2.550 0.553 2.299  0.29
H9 1.370 -1.304 -0.754  0.43
O2 -1.764 0.276 1.783  -0.59

Forces on the atoms, in the same order (eV/Å):
0.9174 3.6870 -2.4226
1.8545 0.5997 -0.6684
-4.3981 -0.5461 2.1600
3.9992 3.8863 3.0597
-2.6607 -1.1491 -1.7229
1.8633 -0.9540 -0.2629
0.7691 -0.9079 0.4419
-0.9842 -0.4449 0.2856
0.9292 -0.1752 -1.4226
-0.8051 -0.3791 -0.7893
-0.4413 -0.3465 -0.3153
-0.4787 0.3424 -0.0470
0.6655 -0.6703 1.5855
0.8060 -0.3129 -0.0096
-0.5089 -3.5343 1.2728
-1.5271 0.9052 -1.1449

***

(2)
Here is a cluster of 2 separate species, C3H9NO2S in total at a distorted geometry from OMol25. Energies are from the ωB97M-V functional and the def2-TZVPD basis.

Summary:
LUMO energy	0.81	eV
energy above the lowest of the compared OMol25 structures with the same formula, charge and spin	86.4	kcal/mol
max |F|	4.17	eV/A
total charge	0
DFT total energy	-723.03063	Ha

Last column: Mulliken charge in e.
Element x y z (Å)
C1 -2.026 -1.364 -0.613  -0.96
C2 1.830 1.021 1.804  0.06
C3 2.236 -0.250 1.756  -0.65
N1 -0.394 0.058 -1.717  -0.54
O1 -1.535 1.194 0.416  -0.63
O2 1.369 1.650 0.757  -0.47
S1 -0.833 0.026 -0.063  0.59
H1 -2.712 -1.534 0.172  0.34
H2 -2.333 -1.144 -1.590  0.30
H3 -1.358 -2.272 -0.689  0.32
H4 0.365 0.831 -1.752  0.28
H5 1.906 1.501 2.818  0.26
H6 2.685 -0.505 2.686  0.27
H7 2.058 -0.850 0.823  0.22
H8 -1.058 0.153 -2.509  0.25
H9 0.518 2.126 0.767  0.34

Forces on the atoms, in the same order (eV/Å):
3.0238 -0.5039 1.5604
0.4379 -1.5210 2.7489
-0.7180 0.8880 -1.1925
2.4494 2.6270 0.1629
-1.0181 1.4004 0.2960
-0.8345 1.6845 -2.6449
-0.2713 -3.4309 -2.3598
-1.1800 -0.0304 0.4106
-1.1836 0.3685 -0.9702
-0.6009 0.9806 0.1755
-1.5521 -1.7507 -0.4754
-0.1865 0.2103 -1.2434
0.3639 -1.2232 0.1897
0.6410 0.4089 1.3237
0.2571 0.1564 1.1496
0.3721 -0.2645 0.8687

***

(3)
Here is a cluster of 2 separate species, C3H9NO2S in total at a distorted geometry from OMol25. Energies are from the ωB97M-V functional and the def2-TZVPD basis.

Summary:
LUMO energy	0.65	eV
energy above the lowest of the compared OMol25 structures with the same formula, charge and spin	30.0	kcal/mol
max |F|	2.65	eV/A
total charge	0
SMILES string	O=CNCCS.O
DFT total energy	-723.12053	Ha

Last column: Mulliken charge in e.
Element x y z (Å)
O1 -0.242 1.563 -2.202  -0.60
C1 -0.441 1.408 -1.008  0.09
N1 0.054 0.299 -0.388  -0.09
C2 0.027 0.203 1.060  -0.59
C3 -0.710 -1.023 1.501  -0.61
S1 -2.512 -0.823 1.324  -0.24
H1 -1.098 2.030 -0.378  0.32
H2 0.768 -0.237 -0.897  0.37
H3 -0.328 1.121 1.562  0.36
H4 1.074 0.113 1.441  0.28
H5 -0.545 -1.284 2.548  0.36
H6 -0.609 -1.945 0.902  0.29
H7 -2.694 -0.772 0.055  0.11
O2 2.351 -0.354 -1.481  -0.70
H8 2.068 0.500 -1.854  0.33
H9 2.837 -0.799 -2.185  0.31

Forces on the atoms, in the same order (eV/Å):
-0.1046 0.8095 0.2258
0.2981 -1.6424 -0.8537
-0.6018 1.2450 0.9724
1.8674 -0.3520 0.3170
-1.5122 -0.9261 -0.4465
-0.7502 0.2802 2.5241
0.1898 0.1434 -0.1050
-0.6629 0.0679 0.4277
-0.3174 -0.4296 -0.5262
-0.4225 0.0100 -0.3821
-0.0613 0.1327 -0.0709
1.1143 0.6130 0.2004
0.3163 -0.0222 -1.7818
0.4506 0.2924 -0.4383
0.2775 -0.2747 -0.1122
-0.0811 0.0529 0.0492

***

(4)
Here is a cluster of 2 separate species, C3H9NO2S in total at a distorted geometry from OMol25. Energies are from the ωB97M-V functional and the def2-TZVPD basis.

Summary:
LUMO energy	0.70	eV
energy above the lowest of the compared OMol25 structures with the same formula, charge and spin	16.5	kcal/mol
max |F|	1.34	eV/A
total charge	0
SMILES string	NC(=O)CCS.O
DFT total energy	-723.14206	Ha

Last column: Mulliken charge in e.
Element x y z (Å)
N1 1.794 -1.611 0.477  -0.46
C1 0.709 -1.032 -0.118  0.48
O1 0.099 -1.601 -1.002  -0.60
C2 0.332 0.330 0.366  -0.37
C3 -1.118 0.219 0.899  -0.61
S1 -1.647 1.695 1.817  -0.23
H1 2.000 -1.364 1.435  0.23
H2 1.865 -2.593 0.232  0.25
H3 0.986 0.669 1.155  0.33
H4 0.293 1.033 -0.466  0.16
H5 -1.162 -0.653 1.550  0.36
H6 -1.788 0.070 0.055  0.32
H7 -2.472 1.042 2.638  0.13
O2 0.274 1.529 -2.808  -0.63
H8 -0.568 1.132 -2.550  0.32
H9 0.404 1.136 -3.680  0.31

Forces on the atoms, in the same order (eV/Å):
-0.1517 -0.3670 0.1760
0.1688 -0.0978 -0.4752
-0.0949 0.0633 -0.1525
-1.2784 0.3128 0.2342
0.3083 -0.2013 -0.1374
0.2017 0.0245 0.0209
0.1319 -0.0122 -0.2331
0.2101 0.1388 0.2136
0.2619 0.2672 0.1071
0.5747 -0.0232 0.0501
-0.2508 0.0721 0.0812
0.0431 -0.1795 0.1013
-0.0985 0.0365 0.0541
-0.3767 -0.2430 -0.2315
0.0956 0.0858 0.1398
0.2550 0.1231 0.0513

***

(5)
Here is a cluster of 2 separate species, C3H9NO2S in total at a distorted geometry from OMol25. Energies are from the ωB97M-V functional and the def2-TZVPD basis.

Summary:
LUMO energy (alpha / beta)	0.48 / -3.49	eV
energy above the lowest of the compared OMol25 structures with the same formula, charge and spin	33.2	kcal/mol
max |F|	4.42	eV/A
total charge	0
multiplicity	3
expectation value of S²	2.01
DFT total energy	-722.88676	Ha

Last column: Mulliken charge in e.
Element x y z (Å)
C1 -1.713 -0.604 0.384  -1.35
C2 2.324 -0.847 -0.038  -0.65
C3 -1.251 0.829 0.131  0.49
N1 -1.484 1.456 -1.063  -0.40
O1 2.032 1.591 0.875  -0.48
O2 -0.828 1.498 1.078  -0.53
S1 1.831 0.761 -0.618  0.09
H1 -1.321 -1.115 -0.453  0.35
H2 -1.239 -0.816 1.297  0.32
H3 -2.752 -0.745 0.266  0.46
H4 1.504 -1.310 0.611  0.19
H5 3.288 -0.934 0.369  0.36
H6 2.379 -1.246 -1.088  0.24
H7 1.174 2.015 1.096  0.42
H8 -2.137 0.881 -1.662  0.20
H9 -1.302 2.504 -1.100  0.29

Forces on the atoms, in the same order (eV/Å):
1.0038 2.5312 -1.5076
-2.3500 -0.4361 -1.8296
-0.1066 -2.5078 -1.4958
-0.5529 0.0096 -1.5936
-0.6343 -0.1511 -0.5185
1.1220 2.7731 3.2598
0.0452 0.7732 1.4411
0.9130 -1.3142 -0.7393
0.0367 -1.0439 1.1787
-1.7376 -0.0895 0.6627
1.1900 0.5037 -0.9922
1.1923 0.2631 0.8377
-0.1687 -0.7787 1.1282
0.1817 -0.3687 -0.1300
0.7747 1.9841 0.5307
-0.9092 -2.1481 -0.2325

***

(6)
Here is a cluster of 2 separate species, C3H9NO3 in total at a distorted geometry from OMol25. Energies are from the ωB97M-V functional and the def2-TZVPD basis.

Summary:
LUMO energy	0.43	eV
energy above the lowest of the compared OMol25 structures with the same formula, charge and spin	54.6	kcal/mol
max |F|	6.03	eV/A
total charge	0
SMILES string	CNCC(=O)O.O
DFT total energy	-400.13452	Ha

Last column: Mulliken charge in e.
Element x y z (Å)
C1 -0.770 1.047 -1.285  -0.68
N1 -0.937 -0.270 -0.768  -0.38
C2 0.217 -0.833 0.055  -0.29
C3 0.149 -2.141 0.681  0.46
O1 -0.861 -2.685 1.197  -0.58
O2 1.377 -2.707 0.951  -0.47
H1 -1.440 1.239 -2.197  0.31
H2 -1.210 1.744 -0.569  0.21
H3 0.318 1.299 -1.568  0.25
H4 -0.958 -0.975 -1.622  0.27
H5 1.017 -0.849 -0.635  0.36
H6 0.238 -0.074 0.847  0.17
H7 1.155 -3.450 1.631  0.37
O3 0.429 3.027 0.759  -0.63
H8 1.364 3.135 1.139  0.31
H9 -0.088 2.493 1.383  0.31

Forces on the atoms, in the same order (eV/Å):
0.3120 1.3966 -1.3678
-0.2778 -5.2070 -1.8610
-1.7214 2.9822 -1.6476
-3.0484 -3.5185 3.8375
2.7026 1.7183 -2.0453
-1.2520 -0.7644 0.8578
1.0936 -0.7606 1.0843
0.7038 0.2546 0.0700
-1.4924 0.0142 0.4578
-0.3469 1.9472 2.1756
1.7324 0.4426 -0.0471
1.0473 -0.3558 0.1038
0.4387 1.7314 -1.7882
1.9144 0.2197 0.8422
-2.2837 -0.3785 -0.6214
0.4778 0.2781 -0.0506

***

(7)
Here is a cluster of 2 separate species, C3H9NO3 in total at a distorted geometry from OMol25. Energies are from the ωB97M-V functional and the def2-TZVPD basis.

Summary:
LUMO energy (alpha / beta)	-3.94 / -9.65	eV
energy above the lowest of the compared OMol25 structures with the same formula, charge and spin	40.4	kcal/mol
max |F|	4.01	eV/A
total charge	+1
multiplicity	2
expectation value of S²	0.75
DFT total energy	-399.79780	Ha

Last column: Mulliken charge in e.
Element x y z (Å)
O1 -1.090 -0.618 -1.995  -0.42
C1 -1.176 -0.073 -0.951  0.32
O2 -1.906 -0.532 0.141  -0.42
C2 -0.302 1.099 -0.573  0.30
C3 -0.330 1.504 0.944  -1.00
N1 1.026 0.846 -1.009  -0.12
H1 -2.541 -1.214 -0.253  0.39
H2 -0.568 1.932 -1.252  0.31
H3 -1.327 1.960 1.150  0.33
H4 0.116 0.622 1.610  0.36
H5 0.540 2.306 1.067  0.39
H6 1.582 1.638 -0.955  0.30
H7 1.515 0.211 -0.444  0.27
H8 3.415 -1.802 1.801  0.31
H9 2.220 -2.372 1.987  0.31
O3 2.835 -1.898 2.583  -0.62

Forces on the atoms, in the same order (eV/Å):
-0.2561 -0.0095 -0.9041
-0.6962 -1.6896 2.6844
-0.4585 -0.1474 -2.6130
-0.7486 0.7581 -1.9900
3.8079 0.4398 1.1740
-1.3655 -0.1105 2.2985
1.0624 0.9617 0.8897
-0.6118 0.0430 0.7720
0.8189 -0.7011 0.0630
-1.7940 1.7056 -1.3335
-2.1476 -1.1882 -0.0917
1.4806 2.5399 -1.2034
0.9127 -2.5680 0.3110
1.0888 0.6060 1.1051
-0.8114 -0.3098 1.4090
-0.2816 -0.3301 -2.5711

***

(8)
Here is a structure of composition C3H9NO3P at a distorted geometry from OMol25. Energies are from the ωB97M-V functional and the def2-TZVPD basis.

Summary:
LUMO energy	3.79	eV
energy above the lowest of the compared OMol25 structures with the same formula, charge and spin	72.2	kcal/mol
max |F|	3.75	eV/A
total charge	-1
DFT total energy	-741.57654	Ha

Last column: Mulliken charge in e.
Element x y z (Å)
C1 1.063 -0.693 -1.946  -0.64
C2 -1.080 1.729 1.003  -0.59
C3 0.715 0.380 1.157  -0.69
N1 -0.261 -0.798 -1.363  -0.34
O1 0.393 -2.698 0.399  -0.73
O2 -1.796 -1.556 0.746  -0.69
O3 0.262 1.634 0.684  -0.31
P1 -0.411 -1.417 0.223  0.61
H1 1.837 -0.666 -1.115  0.19
H2 1.178 -1.747 -2.472  0.20
H3 1.193 0.032 -2.727  0.34
H4 -1.511 2.625 0.410  0.19
H5 -1.343 1.883 2.029  0.30
H6 -1.711 0.692 0.993  0.22
H7 0.523 0.288 2.289  0.25
H8 1.730 0.228 0.911  0.34
H9 -0.779 0.084 -1.220  0.34

Forces on the atoms, in the same order (eV/Å):
0.6330 -3.6377 0.6366
-3.1309 -0.3598 -1.0932
-2.4489 -2.3863 1.0764
-1.7995 1.0114 0.6144
0.2536 1.8728 -0.5531
-0.5446 1.4184 -0.4360
0.1214 -0.7906 0.1497
2.5056 -1.4495 1.6068
-0.4953 0.3007 -1.2759
0.3219 2.0242 0.9340
-0.1473 0.7001 -0.0001
0.3462 -1.7129 0.7600
0.7354 0.9322 1.3575
1.4567 2.0728 -1.3669
0.4359 0.1129 -1.4434
1.1482 0.0544 -0.1640
0.6089 -0.1631 -0.8029

***

(9)
Here is a cluster of 2 separate species, C3H9NO3P in total at a distorted geometry from OMol25. Energies are from the ωB97M-V functional and the def2-TZVPD basis.

Summary:
LUMO energy	3.81	eV
energy above the lowest of the compared OMol25 structures with the same formula, charge and spin	50.2	kcal/mol
max |F|	5.34	eV/A
total charge	-1
DFT total energy	-741.61152	Ha

Last column: Mulliken charge in e.
Element x y z (Å)
C1 -1.606 -0.509 1.016  -1.23
C2 1.950 0.942 1.258  -1.03
C3 -1.104 0.369 -0.136  0.68
N1 0.936 -1.063 -1.135  -0.82
O1 -0.461 0.220 -2.844  -0.54
O2 -1.529 -1.809 -1.946  -0.77
O3 -0.887 1.576 -0.322  -0.63
P1 -0.576 -0.738 -1.539  0.75
H1 -1.103 -0.210 1.853  0.37
H2 -1.387 -1.574 0.822  0.31
H3 -2.666 -0.438 0.982  0.36
H4 1.499 2.002 1.225  0.18
H5 1.361 0.338 1.803  0.19
H6 2.918 0.975 1.606  0.40
H7 1.001 -1.628 -0.304  0.21
H8 1.849 0.506 0.210  0.27
H9 -0.195 1.040 -2.547  0.31

Forces on the atoms, in the same order (eV/Å):
0.2939 0.0213 -2.3570
-1.2081 3.0453 -4.2217
0.6577 -0.3654 -3.0868
-0.4681 0.5045 -0.1205
-1.0651 -2.1518 -0.4816
-0.5049 0.0150 0.7741
-0.9311 -1.2706 1.9720
1.0327 -1.3412 -1.1060
0.6135 0.8333 2.8047
0.1306 0.5654 -0.2466
-1.0152 0.3324 0.6016
0.6742 -1.6035 0.1524
-2.0538 -1.9957 2.3696
2.2277 -0.0013 0.7260
0.0171 -0.3618 0.2494
0.4964 0.6714 1.1398
1.1026 3.1027 0.8307

***

(10)
Here is a cluster of 2 separate species, C3H9NO4P in total from OMol25. Energies are from the ωB97M-V functional and the def2-TZVPD basis.

Summary:
LUMO energy	3.81	eV
energy above the lowest of the compared OMol25 structures with the same formula, charge and spin	0.0	kcal/mol
max |F|	0.96	eV/A
total charge	-1
DFT total energy	-816.98840	Ha

Last column: Mulliken charge in e.
Element x y z (Å)
C1 1.658 0.199 -1.279  -1.17
C2 1.376 -1.192 0.801  -1.10
C3 1.584 0.167 0.211  1.00
N1 1.657 1.254 0.855  -0.83
O1 -3.612 -0.827 0.399  -0.75
O2 -2.855 1.020 -1.181  -0.52
O3 -1.877 0.896 1.158  -0.56
O4 -1.186 -0.819 -0.576  -0.68
P1 -2.390 -0.114 -0.050  0.82
H1 1.817 1.213 -1.643  0.31
H2 0.693 -0.170 -1.636  0.27
H3 2.447 -0.462 -1.645  0.35
H4 1.404 -1.173 1.891  0.30
H5 2.110 -1.902 0.423  0.36
H6 0.383 -1.507 0.472  0.28
H7 -3.768 1.150 -0.939  0.29
H8 -0.993 1.125 0.874  0.36
H9 1.550 1.143 1.866  0.25

Forces on the atoms, in the same order (eV/Å):
-0.1245 0.0464 -0.2029
-0.1317 -0.0184 0.2357
0.2355 -0.3229 0.0242
-0.0616 0.8294 0.2974
-0.0325 0.1713 0.1098
0.5795 -0.6926 0.3208
-0.5079 -0.6124 -0.2540
-0.2132 0.1584 -0.2025
-0.0626 0.3756 -0.0878
0.0496 -0.0229 0.0633
0.0485 -0.0454 -0.1086
0.0001 -0.0174 -0.0140
0.0667 0.0262 0.0186
0.1181 -0.0540 -0.0377
0.0167 -0.1159 0.0147
-0.6362 0.2758 -0.1044
0.6186 0.3628 0.0985
0.0369 -0.3437 -0.1710